# 1
Below is a structure of composition C30H25ClO3PRu at a distorted geometry, with properties calculated with ωB97M-V with the def2-TZVPD basis set.

Each line ends with the Löwdin charge.
Element x y z (Å)
1 C -2.00453 -1.99431 1.70205  -0.1009
2 C -1.36171 -0.82594 2.15497  -0.0826
3 C -2.09255 0.29388 1.79816  -0.1150
4 H -0.40753 -0.78223 2.67133  0.0989
5 C -3.27622 -0.09800 1.13787  -0.1886
6 C -3.30720 -1.58272 1.10120  -0.3043
7 H -4.10861 -2.21656 0.71194  0.1124
8 H -1.68890 -3.02278 1.87162  0.1147
9 H -1.79863 1.32529 1.98226  0.0999
10 H -4.10161 0.54811 0.87275  0.1043
11 Ru -2.33854 -1.37651 -0.67799  1.1883
12 Cl -2.33189 0.78626 -1.82111  -0.0785
13 P 1.13489 1.69039 0.42594  1.2327
14 C 0.34183 3.19996 0.99323  -0.3655
15 C 0.93421 3.97011 2.01808  -0.0735
16 H 1.83599 3.58467 2.50229  0.1101
17 C 0.31851 5.16534 2.35336  -0.0607
18 H 0.79347 5.74266 3.12634  0.1108
19 C -0.86440 5.57347 1.74062  -0.0418
20 H -1.29656 6.52032 2.03663  0.1167
21 C -1.47075 4.76262 0.78512  -0.0602
22 H -2.41247 5.08554 0.35598  0.1169
23 C -0.91043 3.55478 0.40604  -0.0809
24 H -1.40533 2.88033 -0.30744  0.0504
25 C 2.27865 1.04779 1.65133  -0.3391
26 C 1.82958 0.89853 2.99751  -0.0992
27 H 0.79088 1.13944 3.28508  0.1132
28 C 2.73546 0.40058 3.92841  -0.0594
29 H 2.43118 0.32188 4.96457  0.1149
30 C 3.99770 -0.04394 3.53189  -0.0394
31 H 4.69622 -0.42948 4.26835  0.1193
32 C 4.35824 -0.03584 2.18574  -0.0549
33 H 5.30031 -0.45484 1.85906  0.1161
34 C 3.49297 0.45266 1.21819  -0.0505
35 H 3.69470 0.37912 0.14217  0.1160
36 C 1.88212 1.93722 -1.18568  -0.3604
37 C 2.48472 3.17641 -1.46815  -0.0657
38 H 2.36547 3.97008 -0.73011  0.1117
39 C 3.20112 3.29280 -2.65183  -0.0626
40 H 3.69620 4.23465 -2.82522  0.1107
41 C 3.26499 2.25315 -3.57788  -0.0445
42 H 3.85079 2.39401 -4.48228  0.1169
43 C 2.57315 1.06093 -3.33694  -0.0583
44 H 2.60602 0.27458 -4.08854  0.1167
45 C 1.85335 0.88350 -2.15785  -0.0632
46 H 1.27161 -0.03789 -1.98953  0.1063
47 O -2.64719 -2.67286 -3.33694  0.0211
48 C -2.50512 -3.89043 -2.76743  -0.2576
49 C -3.41149 -4.84742 -3.26278  0.0022
50 C -3.41528 -6.14711 -2.75203  -0.0544
51 C -2.52952 -6.51310 -1.73025  -0.0730
52 C -1.61795 -5.58597 -1.23153  -0.0142
53 C -1.58557 -4.29336 -1.75584  -0.1190
54 C -0.70720 -3.38996 -1.03985  -0.5731
55 O 0.05290 -3.55662 -0.09799  0.0730
56 O -0.75783 -2.16882 -1.69675  -0.2752
57 H -2.01668 -2.05467 -2.87362  0.0308
58 H -4.11916 -4.53722 -4.04590  0.1308
59 H -4.11314 -6.86452 -3.15689  0.1083
60 H -2.54913 -7.54756 -1.31016  0.1198
61 H -0.91412 -5.83041 -0.42156  0.1321

Results
**HOMO level (spin up / spin down)**: -10.874 / -10.896 eV
**Kohn-Sham gap (spin up / spin down)**: 6.18 / 5.13 eV
**<S²>**: 6.072
**2S+1**: 5
**Energy above the lowest of the compared OMol25 structures with the same formula, charge and spin**: 2.298 eV
**Charge**: +1


# 2
Below is a structure of composition C30H25F3N3OS3SbTeW at a distorted geometry, with properties calculated with ωB97M-V with the def2-TZVPD basis set.

Each line ends with the Löwdin charge.
Element x y z (Å)
1 W 0.13738 -0.45517 0.22714  0.4991
2 N 0.24986 0.90482 -3.94324  0.0888
3 C 0.08306 1.00065 -2.59146  -0.8560
4 S 1.49294 0.78135 -1.57479  0.5823
5 N -1.09985 1.23796 -2.12467  -0.0062
6 N -0.99854 1.24309 -0.71821  -0.2941
7 C -1.60846 2.20225 -0.14460  -0.0681
8 C -1.49432 2.53583 1.26399  -0.1381
9 C -2.26489 3.56455 1.80664  -0.0351
10 C -2.08320 3.96329 3.11588  -0.0835
11 C -1.09886 3.33932 3.88673  -0.0666
12 C -0.31201 2.33234 3.36122  0.0099
13 C -0.51578 1.92351 2.04414  -0.3060
14 O 0.22608 0.93722 1.55952  -0.3415
15 H 1.18579 0.96064 -4.30496  0.0815
16 H -0.49752 1.25554 -4.52034  0.1002
17 H -2.19611 2.85504 -0.78755  0.1406
18 H -3.00968 4.05064 1.18600  0.1155
19 H -2.68917 4.75387 3.53625  0.1015
20 H -0.94645 3.64863 4.91369  0.1067
21 H 0.45566 1.83537 3.93871  0.1226
22 C 3.89759 -1.22079 3.07327  -0.1102
23 C 2.55182 -1.31542 2.40746  -0.7373
24 S 2.52028 -0.78265 0.75328  0.5608
25 C 1.45166 -1.79717 2.98921  -0.7195
26 C 1.40331 -2.32914 4.40176  -0.1165
27 S -0.00240 -1.98436 2.04188  0.5011
28 H 4.69732 -1.48542 2.37886  0.0688
29 H 3.96508 -1.88620 3.93314  0.0707
30 H 4.09715 -0.20026 3.40779  0.0840
31 H 1.84334 -3.32735 4.47229  0.0832
32 H 0.37864 -2.39659 4.76433  0.0607
33 H 1.94831 -1.67802 5.08618  0.0764
34 F -2.49992 -5.48254 -5.81604  0.0608
35 C -1.78551 -4.81584 -4.88806  -0.2814
36 C -0.64634 -5.40829 -4.38011  0.0008
37 C 0.08630 -4.71773 -3.42518  -0.1069
38 C -0.32191 -3.45587 -2.98085  -0.3929
39 C -1.47198 -2.89642 -3.52888  -0.1580
40 C -2.21970 -3.57144 -4.48882  -0.0012
41 Sb 0.87463 -2.44805 -1.54539  1.3012
42 C 2.54686 -2.23072 -2.79367  -0.3786
43 C 3.82648 -1.94127 -2.31507  -0.1447
44 C 4.88217 -1.70130 -3.18164  0.0025
45 C 4.63796 -1.72862 -4.53807  -0.2833
46 F 5.65793 -1.49026 -5.38506  0.0609
47 C 3.39033 -1.98849 -5.05953  -0.0032
48 C 2.34587 -2.23640 -4.17345  -0.1146
49 C 1.39576 -4.17970 -0.43575  -0.3800
50 C 0.37127 -4.92397 0.14511  -0.1416
51 C 0.64179 -6.05288 0.90435  0.0013
52 C 1.96171 -6.42186 1.06938  -0.2822
53 F 2.23526 -7.51593 1.81151  0.0555
54 C 3.00678 -5.72218 0.50997  -0.0023
55 C 2.70961 -4.59257 -0.24908  -0.0978
56 H -0.35120 -6.38897 -4.72960  0.1217
57 H 0.97942 -5.18309 -3.02340  0.1083
58 H -1.79975 -1.90825 -3.22345  0.0533
59 H -3.11663 -3.14928 -4.92288  0.1219
60 H 4.01215 -1.88183 -1.25193  0.0505
61 H 5.87779 -1.48314 -2.81826  0.1230
62 H 3.24539 -2.00006 -6.13145  0.1201
63 H 1.36838 -2.44101 -4.59088  0.0935
64 H -0.66215 -4.61712 0.02020  0.0787
65 H -0.14291 -6.63721 1.36636  0.1222
66 H 4.02304 -6.05767 0.66771  0.1195
67 H 3.52863 -4.04243 -0.69244  0.0868
68 Te -2.10103 -1.60157 -0.23646  0.5102

Results
**HOMO level (spin up / spin down)**: -7.182 / -7.182 eV
**Kohn-Sham gap (spin up / spin down)**: 5.63 / 5.63 eV
**2S+1**: 1
**Energy above the lowest of the compared OMol25 structures with the same formula, charge and spin**: 0.478 eV


# 3
Below is a cluster of 2 separate species, C30H25FO6S2 in total at a distorted geometry, with properties calculated with ωB97M-V with the def2-TZVPD basis set.

Each line ends with the Löwdin charge.
Element x y z (Å)
1 C -6.33633 3.71805 0.19649  -0.0862
2 C -5.59457 2.39837 -0.09401  -0.0885
3 C -4.13884 2.78163 0.01190  -0.1299
4 C -4.09274 4.17180 0.35189  -0.2033
5 O -5.30347 4.76791 0.45466  0.0034
6 C -2.88481 4.82929 0.62371  0.0198
7 C -1.75128 4.06225 0.68344  -0.0231
8 C -1.71032 2.69878 0.19291  -0.1700
9 C -0.44805 2.02337 0.05035  0.1461
10 C 0.80951 2.70663 -0.13252  -0.1558
11 C 2.05166 2.02007 -0.00627  0.0762
12 C 3.22862 2.73356 0.05650  -0.1119
13 C 3.22374 4.14667 -0.14576  -0.1848
14 O 4.44025 4.73266 -0.00152  0.0092
15 C 5.42324 3.65086 0.30881  -0.0844
16 C 4.64584 2.32582 0.36326  -0.0766
17 C 2.03637 4.84115 -0.45023  0.0274
18 C 0.87224 4.10583 -0.49322  -0.0154
19 C -2.96652 2.05833 -0.08266  0.0681
20 H -6.94647 4.07287 -0.64782  0.1262
21 H -6.96509 3.65891 1.09561  0.1253
22 H -5.86098 1.61901 0.63390  0.1270
23 H -5.85801 1.99741 -1.08098  0.1255
24 H -2.87007 5.89789 0.82944  0.1286
25 H -0.83374 4.50538 1.09282  0.1222
26 H -0.44638 0.92657 0.08602  0.1213
27 H 2.06597 0.93233 0.04849  0.0941
28 H 6.18362 3.66754 -0.48024  0.1251
29 H 5.89071 3.91163 1.26682  0.1249
30 H 4.73258 1.86150 1.35736  0.1330
31 H 5.00845 1.57415 -0.35256  0.1343
32 H 2.05258 5.90851 -0.63819  0.1236
33 H -0.03905 4.62311 -0.78371  0.1112
34 H -2.98123 0.99442 -0.36056  0.1375
35 F 1.38701 -2.39908 1.72657  -0.1075
36 C 1.01065 -1.83723 0.53958  -0.4630
37 S 2.46836 -1.77799 -0.56261  0.6612
38 C 2.59100 -3.19494 -1.68865  -0.2818
39 C 1.98688 -3.05702 -2.94407  -0.0804
40 C 2.12196 -4.07390 -3.89341  -0.0784
41 C 2.79890 -5.25754 -3.56991  -0.0900
42 C 3.38366 -5.39689 -2.30431  -0.0870
43 C 3.28391 -4.37068 -1.35177  -0.0523
44 O 2.29842 -0.65501 -1.48459  -0.3725
45 O 3.63599 -1.80461 0.30563  -0.3394
46 S -0.54063 -2.55884 -0.06589  0.6989
47 C -1.43120 -3.34842 1.29781  -0.2613
48 C -1.32464 -4.74401 1.31199  -0.0618
49 C -1.89331 -5.48226 2.34999  -0.0756
50 C -2.56613 -4.82948 3.38870  -0.0861
51 C -2.68521 -3.42710 3.37467  -0.0848
52 C -2.11742 -2.67085 2.32971  -0.0517
53 O -1.45114 -1.58125 -0.63762  -0.3639
54 O -0.14300 -3.71540 -0.87508  -0.3648
55 H 1.39732 -2.16492 -3.17798  0.1146
56 H 1.65850 -3.93761 -4.87066  0.1011
57 H 2.83647 -6.08136 -4.29074  0.1001
58 H 3.90095 -6.32516 -2.05624  0.0990
59 H 3.71093 -4.49651 -0.35152  0.1157
60 H -0.76895 -5.24276 0.51394  0.1103
61 H -1.78858 -6.56910 2.32084  0.1057
62 H -2.98875 -5.42145 4.20956  0.1029
63 H -3.22244 -2.92792 4.19101  0.1009
64 H -2.18693 -1.57499 2.31091  0.1115

Results
**HOMO level**: -6.468 eV
**Kohn-Sham gap**: 4.12 eV
**2S+1**: 1
**Energy above the lowest of the compared OMol25 structures with the same formula, charge and spin**: 0.698 eV